C28H54Ba2F6N2O28P4 as an isolated structure in a non-equilibrium geometry, computed with wB97M-V/def2-TZVPD.

```
124
Properties=species:S:1:pos:R:3:forces:R:3:mulliken_spin:R:1
Ba 2.752 2.648 -0.187 -2.20 -1.39 0.87 0.01
Ba -2.500 -5.155 0.655 1.28 2.57 -1.12 0.04
C -0.140 -1.209 -1.210 -2.29 -3.59 0.68 -0.04
C 0.420 -0.122 -0.648 0.70 0.66 0.64 0.14
C 0.395 0.035 0.838 0.50 1.93 -0.67 0.27
O 0.946 1.051 1.445 1.21 0.92 -1.22 0.10
C -0.306 -0.822 1.646 -1.34 -2.27 -0.50 -0.17
C -0.967 -1.964 1.125 2.07 1.40 -3.14 0.23
C -0.797 -2.220 -0.465 1.38 4.32 3.82 0.18
O -1.178 -3.278 -0.949 -2.15 -4.39 -0.67 0.09
O -1.523 -2.884 1.793 -1.81 -2.81 0.71 0.07
O 1.008 0.635 -1.498 1.78 2.84 0.47 0.10
H -0.057 -1.455 -2.258 0.26 0.38 -0.33 -0.01
H -0.246 -0.574 2.696 -0.29 -0.33 0.27 -0.01
C -2.273 -0.231 -3.727 0.38 -0.75 -0.70 -0.01
N -3.406 0.185 -4.637 1.07 0.00 -0.25 0.00
O -4.506 0.298 -4.164 -0.56 -0.12 0.52 0.00
O -3.139 0.401 -5.805 0.23 -0.07 0.15 0.00
H -1.683 -1.002 -4.225 -0.63 -0.39 -0.26 0.00
H -2.681 -0.638 -2.803 0.27 0.65 0.02 0.00
H -1.486 0.524 -3.721 -0.71 0.54 0.71 0.00
C -1.274 2.005 4.462 0.36 -2.42 0.39 -0.01
N -1.032 2.440 5.870 -0.70 3.73 0.35 0.00
O -0.383 1.782 6.631 0.44 -1.12 -0.22 0.00
O -1.461 3.571 6.197 0.18 -1.54 -0.92 0.00
H -2.304 2.131 4.127 0.32 0.62 0.26 0.00
H -1.088 0.936 4.564 -0.35 -0.24 -0.21 0.00
H -0.488 2.274 3.756 -0.16 0.91 0.21 0.00
C -5.489 -6.365 -4.172 -1.32 1.07 -0.19 0.00
O -4.231 -5.703 -4.377 0.60 0.52 1.18 0.00
P -3.842 -4.628 -3.204 -1.50 0.40 -2.17 0.00
O -3.082 -5.241 -2.096 -0.63 0.08 0.66 0.00
O -3.115 -3.472 -4.030 -0.92 -0.75 0.64 0.00
C -1.758 -3.682 -4.440 0.89 -0.28 0.32 0.00
O -5.290 -3.995 -2.791 1.61 -0.20 -1.12 0.00
C -6.027 -3.133 -3.731 0.19 1.27 0.05 0.00
H -5.616 -7.338 -4.647 0.90 -0.06 0.37 0.00
H -6.243 -5.741 -4.650 -0.08 0.00 -0.28 0.00
H -5.792 -6.289 -3.128 0.22 -0.87 0.07 0.00
H -1.564 -4.744 -4.588 0.03 0.00 -0.04 0.00
H -1.118 -3.309 -3.640 0.08 -0.08 0.00 0.00
H -1.531 -3.162 -5.371 -0.50 0.09 0.06 0.00
H -6.754 -3.568 -4.417 -0.28 -0.98 0.92 0.00
H -5.451 -2.574 -4.468 1.03 -0.18 0.51 0.00
H -6.450 -2.368 -3.079 -0.36 -0.28 -0.20 0.00
C 4.773 6.294 3.581 -0.93 1.27 -0.94 0.00
O 4.629 4.962 4.049 -0.75 -1.09 -0.19 0.00
P 3.299 4.108 3.712 -0.31 0.59 0.76 0.00
O 3.009 3.916 2.274 -0.12 0.69 -0.23 0.00
O 3.577 2.749 4.406 1.64 1.26 0.28 0.00
C 2.654 1.700 4.523 -0.35 -0.83 0.30 -0.01
O 2.072 4.746 4.560 1.99 -0.39 -2.48 0.00
C 2.097 4.846 5.967 -1.76 0.15 1.16 0.00
H 4.899 6.430 2.507 0.54 -0.96 -0.28 0.00
H 5.593 6.840 4.049 -0.18 -0.54 0.42 0.00
H 3.832 6.838 3.669 -0.06 0.16 0.86 0.00
H 2.838 0.994 3.713 -0.22 -0.08 0.14 0.00
H 1.617 2.036 4.481 0.10 0.05 0.00 0.00
H 2.884 1.293 5.507 -0.39 -0.43 -0.19 0.00
H 2.171 5.882 6.298 0.40 0.01 -0.25 0.00
H 2.758 4.205 6.549 0.36 -0.08 -0.61 0.00
H 1.069 4.549 6.177 0.05 -0.03 0.73 0.00
C 3.562 -1.508 2.451 0.16 0.40 0.30 0.01
O 3.816 -2.041 1.119 1.11 1.66 -1.07 0.00
P 4.623 -1.018 0.067 -1.53 -2.90 0.90 0.00
O 4.133 0.374 0.135 0.64 0.61 0.10 0.00
O 6.139 -1.310 0.504 -1.80 0.12 -0.75 0.00
C 7.234 -0.563 -0.014 0.49 0.38 -0.04 0.00
O 4.402 -1.648 -1.391 0.20 -0.53 1.12 0.00
C 3.104 -2.172 -1.835 -0.93 1.32 -0.35 0.01
H 4.251 -0.693 2.672 -0.09 0.20 -0.14 0.00
H 3.731 -2.218 3.260 0.23 -0.66 -0.61 0.00
H 2.533 -1.172 2.582 -0.05 0.13 -0.60 -0.01
H 7.468 0.205 0.724 0.27 -0.03 -0.14 0.00
H 7.036 -0.089 -0.975 -0.24 -0.06 0.00 0.00
H 8.061 -1.258 -0.156 -0.04 0.13 0.18 0.00
H 3.092 -3.158 -2.300 0.87 -0.25 0.79 0.00
H 2.727 -1.542 -2.640 0.41 0.42 0.09 -0.01
H 2.342 -2.032 -1.068 0.21 -0.49 0.21 0.00
C -1.122 3.218 -3.329 -0.37 -0.88 -0.25 0.00
O -1.575 4.217 -2.386 0.24 -0.64 -1.30 0.00
P -1.361 3.981 -0.854 0.68 -0.70 0.76 0.00
O 0.108 3.995 -0.484 -1.89 0.08 -0.06 0.00
O -2.344 5.116 -0.329 0.50 -3.14 -0.48 0.00
C -1.979 6.313 0.146 -0.78 4.40 1.18 0.00
O -2.184 2.654 -0.490 -0.54 0.49 -0.20 0.00
C -2.588 2.320 0.899 2.52 0.00 -0.29 -0.01
H -0.561 3.570 -4.195 0.30 0.87 0.57 0.00
H -1.978 2.747 -3.813 -0.39 0.12 0.41 0.00
H -0.565 2.428 -2.826 0.22 0.04 0.10 0.00
H -2.035 6.438 1.227 0.89 -0.80 0.32 0.00
H -2.801 6.996 -0.069 -0.24 0.13 -0.59 0.00
H -1.129 6.835 -0.294 0.45 -0.68 0.07 0.00
H -2.292 1.283 1.057 -0.13 -0.10 -0.27 0.01
H -3.614 2.456 1.242 -0.01 0.60 -0.88 0.00
H -1.835 2.892 1.441 -0.60 0.01 0.93 0.00
C 1.566 -0.349 -5.006 0.69 0.23 0.50 0.00
C 2.335 0.730 -5.791 -2.48 -0.25 0.86 0.00
O 2.555 0.308 -7.113 0.96 -0.36 -1.56 0.00
C 3.674 -0.365 -7.364 -0.84 0.44 0.26 0.00
O 4.491 -0.603 -6.537 0.96 -0.57 -0.01 0.00
C 3.777 -0.750 -8.863 -0.87 0.56 -2.13 0.00
F 4.672 0.078 -9.500 -1.45 -0.43 0.82 0.00
F 4.219 -1.971 -9.099 -0.18 -0.12 0.66 0.00
F 2.506 -0.663 -9.483 2.47 0.16 1.06 0.00
H 2.235 -1.117 -4.618 0.02 0.00 -0.06 0.00
H 0.765 -0.854 -5.546 0.08 0.33 -0.38 0.00
H 1.130 0.171 -4.153 -0.05 -0.20 0.30 0.00
H 3.176 1.115 -5.214 0.29 -0.22 -0.54 0.00
H 1.592 1.508 -5.963 0.33 0.43 0.24 0.00
C -1.616 -4.514 6.107 0.23 1.16 -2.10 0.00
C -2.443 -3.745 5.029 -1.42 -0.16 -0.72 -0.01
O -3.407 -2.782 5.548 -0.62 -0.82 0.86 0.00
C -2.962 -1.687 6.105 4.43 1.36 -2.78 0.00
O -1.845 -1.198 5.749 -4.16 -1.13 2.31 0.00
C -3.954 -1.034 7.101 1.01 -1.27 2.42 0.00
F -5.008 -1.812 7.460 0.48 0.62 -1.21 0.00
F -3.291 -0.861 8.286 0.06 0.00 -0.80 0.00
F -4.320 0.138 6.691 -0.81 0.88 -0.64 0.00
H -1.599 -4.137 7.130 -0.79 -0.08 -0.15 0.00
H -0.601 -4.310 5.765 0.30 -0.74 0.16 0.00
H -1.927 -5.549 5.967 0.49 -0.01 0.73 0.00
H -3.106 -4.393 4.456 -0.73 -0.92 0.99 0.00
H -2.033 -3.406 4.077 1.61 1.26 0.82 0.01
```
Forces are in eV/Å.

Properties
net charge	+1
ΔE to the lowest compared entry with this formula, charge and spin	1.3	kcal/mol
spin multiplicity	2